Computed, not measured: a molecular structure, C43H53BN8O2S3W in a non-equilibrium geometry, with ωB97M-V/def2-TZVPD.

Last column: Löwdin charge in e.
CARTESIAN COORDINATES (ANGSTROEM)
W: 0.375 0.250 0.233  1.53
C: -1.801 5.518 2.812  -0.07
C: -2.304 4.576 1.763  -0.24
C: -3.586 4.641 1.344  0.07
C: -4.064 3.728 0.353  -0.19
N: -3.311 2.790 -0.093  0.16
N: -2.006 2.698 0.314  0.04
B: -1.462 1.420 -0.298  -0.64
N: -0.446 1.638 -1.518  -0.04
N: -1.497 2.589 -3.598  0.22
C: -1.385 2.342 -4.843  -0.17
C: 1.086 0.934 -5.193  -0.05
C: 1.957 0.622 -4.018  -0.23
C: 3.370 0.264 -4.376  -0.03
C: 1.474 0.516 -2.768  -0.50
S: 2.249 -0.176 -1.343  0.78
C: -2.460 2.840 -5.801  -0.52
C: -2.836 1.757 -6.825  -0.02
C: -3.711 3.268 -5.034  -0.04
C: -1.880 4.068 -6.527  -0.02
N: -2.654 0.436 -0.519  -0.04
N: -3.353 0.397 -1.649  0.21
C: -4.401 -0.390 -1.678  -0.19
C: -4.821 -1.082 -0.512  0.09
C: -4.083 -1.051 0.635  -0.22
C: -4.454 -1.791 1.880  -0.03
C: -2.892 -0.293 0.565  -0.54
S: -1.644 -0.332 1.771  0.88
C: -5.155 -0.519 -2.995  -0.53
C: -4.174 -0.417 -4.160  -0.05
C: -5.880 -1.868 -3.085  -0.04
C: -6.183 0.618 -3.086  -0.02
C: -1.397 3.611 1.142  -0.61
S: 0.231 3.723 1.428  0.84
C: -5.481 3.778 -0.226  -0.53
C: -6.173 2.435 0.031  -0.03
C: -5.361 4.035 -1.733  -0.04
C: -6.324 4.891 0.400  -0.05
H: -2.642 5.984 3.321  0.09
H: -1.184 6.297 2.364  0.09
H: -1.171 5.003 3.534  0.07
H: -4.254 5.368 1.777  0.12
H: 1.706 0.990 -6.080  0.15
H: 3.896 1.141 -4.757  0.10
H: 3.392 -0.496 -5.158  0.10
H: 3.920 -0.113 -3.517  0.06
H: -3.049 0.801 -6.344  0.07
H: -2.066 1.601 -7.580  0.09
H: -3.738 2.072 -7.348  0.10
H: -4.279 2.403 -4.689  0.06
H: -4.351 3.847 -5.700  0.10
H: -3.465 3.880 -4.170  0.07
H: -0.915 3.873 -6.995  0.08
H: -1.761 4.903 -5.837  0.10
H: -2.568 4.371 -7.316  0.10
H: -5.726 -1.669 -0.538  0.13
H: -5.396 -2.317 1.752  0.09
H: -4.547 -1.104 2.721  0.10
H: -3.678 -2.511 2.145  0.08
H: -3.544 -1.307 -4.209  0.08
H: -3.536 0.463 -4.069  0.05
H: -4.730 -0.353 -5.094  0.10
H: -5.209 -2.709 -2.899  0.09
H: -6.283 -1.983 -4.090  0.10
H: -6.724 -1.937 -2.400  0.09
H: -5.696 1.593 -3.076  0.06
H: -6.892 0.580 -2.256  0.09
H: -6.747 0.518 -4.013  0.10
H: -5.566 1.609 -0.343  0.05
H: -7.144 2.412 -0.464  0.09
H: -6.338 2.287 1.100  0.09
H: -4.719 3.288 -2.203  0.05
H: -4.926 5.018 -1.920  0.10
H: -6.346 4.009 -2.201  0.10
H: -6.454 4.755 1.474  0.09
H: -7.316 4.879 -0.052  0.10
H: -5.898 5.878 0.220  0.09
O: 0.631 2.029 -0.697  -0.34
C: 0.034 0.825 -2.695  -0.32
C: -0.350 2.228 -2.896  -0.11
C: -0.240 1.605 -5.523  -0.08
C: -0.215 0.083 -5.524  -0.09
C: -0.791 -0.689 -4.443  0.06
C: -0.727 -0.368 -3.129  -0.12
C: -0.899 -1.411 -2.158  -0.04
N: -0.494 -1.370 -0.925  -0.13
C: -0.461 -2.674 -0.213  -0.17
C: 0.890 -2.767 0.467  -0.18
N: 1.017 -1.548 1.278  -0.15
C: 1.355 -1.665 2.514  -0.04
C: 1.405 -0.587 3.473  -0.15
C: 1.629 -0.870 4.822  0.00
C: 1.653 0.157 5.748  -0.03
C: 1.470 1.471 5.327  -0.01
C: 1.260 1.783 3.988  0.02
C: 1.225 0.743 3.086  -0.28
O: 1.050 0.997 1.757  -0.31
H: 0.473 2.939 -2.889  0.20
H: -0.175 1.955 -6.544  0.13
H: -0.244 -0.396 -6.492  0.15
H: -1.183 -1.665 -4.706  0.14
H: -1.312 -2.352 -2.520  0.15
H: -0.597 -3.491 -0.921  0.13
H: -1.259 -2.696 0.532  0.10
H: 1.688 -2.785 -0.278  0.11
H: 0.956 -3.660 1.090  0.14
H: 1.617 -2.657 2.880  0.15
H: 1.782 -1.895 5.132  0.13
H: 1.821 -0.058 6.793  0.12
H: 1.496 2.273 6.051  0.12
H: 1.127 2.799 3.642  0.07

Calculated values
- energy relative to the best compared isomer or geometry (same formula, charge and spin) (kcal/mol) = 158.84
- HOMO (eV) = -12.1
- orbital gap (eV) = 5.3
- calculated total energy (Ha) = -3544.83601
- total charge = +2